C22H51ClNO10P2S2 | ωB97M-V with the def2-TZVPD basis set

Output
Net charge: +1
HOMO level: -0.4296 Eh
Orbital gap: 8.9 eV
Electronic energy: -3615.0319 hartree

The geometry in XYZ format:
```
89
Properties=species:S:1:pos:R:3:forces:R:3:mulliken_charge:R:1
C 4.042 -4.945 3.405 0.12 0.44 0.33 -1.288
C 3.233 -3.675 3.611 0.02 -0.42 -0.16 -0.165
O 3.241 -2.923 2.406 0.00 0.04 0.01 -0.381
C 2.262 -1.935 2.344 -0.16 -0.37 -0.04 -1.055
C 2.394 -0.894 3.463 -0.05 0.37 -0.21 -0.811
P 1.739 0.774 3.086 0.12 -0.44 0.52 0.620
C 0.065 0.962 3.773 0.35 -0.31 0.41 -1.028
C -0.781 -0.325 3.874 -0.61 0.45 -0.02 -0.503
C -2.213 -0.109 3.375 0.30 -0.29 -0.13 -1.264
C -2.322 0.140 1.887 -0.65 0.06 0.22 -0.369
O -1.882 1.443 1.592 0.44 -0.18 -0.17 -0.266
C -2.155 1.820 0.244 0.25 0.43 0.15 -1.054
C 2.780 1.967 3.978 0.03 0.26 -0.51 -1.155
C 3.968 2.566 3.196 0.43 -0.42 0.67 -0.087
C 5.302 2.430 3.981 -0.35 0.62 -0.67 -0.988
C 6.469 2.061 3.066 0.02 -0.02 0.91 -0.960
N 6.571 0.607 2.943 0.23 0.08 -1.14 0.559
C 7.825 0.058 3.496 -0.39 -0.39 -0.05 -1.200
C 6.345 0.059 1.636 -0.87 -1.73 -0.01 0.271
C 6.850 0.779 0.399 -0.75 -0.04 0.16 -1.254
O 5.794 -1.037 1.531 1.01 1.76 0.30 -0.488
P 1.573 1.285 0.923 -0.29 0.66 -0.71 0.195
O 0.590 0.110 0.404 -0.08 0.14 0.43 -0.322
Cl 3.368 0.680 0.144 0.09 -0.10 0.20 -0.135
H 3.430 -5.765 3.052 0.02 -0.12 -0.19 0.318
H 4.857 -4.737 2.719 0.02 -0.05 -0.20 0.320
H 4.499 -5.211 4.355 -0.05 -0.27 0.07 0.368
H 3.673 -3.105 4.429 -0.04 0.25 0.05 0.249
H 2.200 -3.930 3.867 -0.12 0.08 0.14 0.352
H 1.265 -2.400 2.397 -0.12 0.00 0.05 0.306
H 2.359 -1.494 1.356 0.23 0.10 -0.03 0.509
H 3.449 -0.760 3.702 0.16 0.05 -0.12 0.777
H 1.878 -1.217 4.366 0.02 -0.03 0.17 0.710
H -0.463 1.763 3.263 0.04 0.02 -0.28 0.710
H 0.268 1.325 4.781 0.02 0.09 0.11 0.582
H -0.860 -0.599 4.923 0.24 -0.16 0.09 0.428
H -0.346 -1.176 3.354 0.12 -0.07 -0.11 0.127
H -2.784 -1.006 3.609 -0.10 -0.07 0.04 0.447
H -2.674 0.717 3.912 -0.07 0.11 0.06 0.354
H -1.771 -0.628 1.329 0.15 0.07 -0.13 0.249
H -3.370 0.037 1.591 -0.08 -0.03 -0.05 0.499
H -3.109 2.336 0.192 -0.23 -0.15 -0.15 0.415
H -1.384 2.522 -0.064 0.06 0.10 -0.02 0.338
H -2.114 0.974 -0.435 -0.14 -0.17 -0.05 0.417
H 3.147 1.425 4.848 -0.10 -0.15 0.14 0.572
H 2.124 2.751 4.349 -0.14 0.06 0.01 0.602
H 3.774 3.619 3.031 -0.08 0.10 -0.26 0.467
H 4.107 2.090 2.230 -0.16 -0.06 -0.10 -0.170
H 5.207 1.686 4.764 0.14 -0.07 0.17 0.389
H 5.510 3.403 4.423 0.06 -0.02 0.33 0.421
H 7.379 2.452 3.521 0.18 0.00 -0.11 0.496
H 6.337 2.574 2.118 0.09 -0.05 -0.18 0.323
H 7.745 -0.072 4.570 0.09 0.19 0.18 0.315
H 8.679 0.682 3.237 0.12 0.11 0.09 0.420
H 7.986 -0.929 3.072 0.00 -0.12 0.02 0.383
H 7.934 0.837 0.397 0.15 0.06 0.07 0.368
H 6.492 0.225 -0.461 0.18 -0.15 -0.12 0.394
H 6.432 1.779 0.322 0.16 0.17 -0.01 0.353
H 0.534 -0.658 0.982 -0.07 -0.37 -0.24 0.307
O -2.892 3.180 -2.625 0.06 -0.16 0.19 -0.622
S -4.001 3.997 -3.027 -0.06 0.25 -0.41 1.302
O -5.246 3.884 -2.335 0.00 -0.10 0.20 -0.633
O -4.234 3.815 -4.582 0.07 0.11 0.09 -0.302
C -4.372 2.471 -5.102 -0.14 -0.52 -0.21 -0.363
C -5.745 1.886 -4.847 -0.04 0.08 0.19 -0.863
C -3.511 5.685 -3.071 0.05 0.04 -0.02 -0.982
H -3.583 1.840 -4.692 0.03 0.11 0.10 0.301
H -4.193 2.566 -6.171 0.03 0.19 0.02 0.280
H -5.911 1.708 -3.786 0.02 -0.01 0.00 0.299
H -5.850 0.937 -5.374 0.03 0.01 -0.05 0.314
H -6.522 2.568 -5.192 0.01 -0.02 -0.07 0.269
H -2.582 5.767 -3.627 0.00 -0.01 -0.02 0.314
H -3.371 6.005 -2.041 -0.02 -0.04 0.02 0.366
H -4.302 6.263 -3.540 -0.02 -0.01 0.00 0.339
O -6.696 -3.213 -8.385 0.09 0.14 -0.10 -0.647
S -7.009 -3.160 -6.991 -0.11 -0.31 0.16 1.175
O -6.919 -1.919 -6.286 0.04 0.18 -0.04 -0.545
O -6.142 -4.257 -6.231 -0.12 0.00 0.04 -0.274
C -4.718 -4.259 -6.463 0.48 0.02 -0.05 -0.360
C -4.004 -3.167 -5.691 -0.15 0.14 0.00 -0.953
C -8.586 -3.879 -6.701 -0.03 -0.05 0.02 -0.956
H -4.523 -4.185 -7.533 -0.12 0.04 -0.01 0.344
H -4.380 -5.239 -6.134 -0.16 -0.05 0.04 0.269
H -4.269 -2.179 -6.064 0.00 -0.01 -0.02 0.265
H -2.925 -3.292 -5.786 0.00 -0.06 -0.01 0.389
H -4.274 -3.206 -4.635 0.04 -0.05 0.01 0.265
H -8.632 -4.839 -7.207 0.02 0.00 -0.01 0.334
H -9.327 -3.196 -7.111 0.03 0.04 -0.02 0.369
H -8.728 -3.991 -5.630 0.01 0.02 0.01 0.317
```
Positions in Å, forces in eV/Å.

---

C4H5N2 | ωB97M-V with the def2-TZVPD basis set

Output
Net charge: +1
HOMO level: -0.5741 Eh
Orbital gap: 9.7 eV
Electronic energy: -264.4643 hartree
Structure (SMILES): C#[N+]N=C1CC1
Relative energy (zero: lowest compared OMol25 entry of this formula, charge and spin): 94.8 kcal per mole

The geometry in XYZ format:
```
11
Properties=species:S:1:pos:R:3:forces:R:3:mulliken_charge:R:1
C -0.743 0.711 0.130 -0.67 0.51 0.76 -0.665
C 2.590 0.252 -0.128 2.04 -0.31 1.59 0.184
C -0.358 -0.663 -0.097 3.30 0.85 -0.52 0.564
C -1.755 -0.457 -0.056 1.83 -1.04 4.15 -0.380
N 0.784 -1.282 -0.281 -4.88 -3.04 -0.76 -0.983
N 1.781 -0.565 -0.225 3.29 3.97 0.89 0.676
H -0.767 1.292 1.065 0.52 -0.65 -0.31 0.291
H 3.540 0.738 0.363 -2.15 -0.88 -1.58 0.436
H -0.573 1.331 -0.756 -0.41 -0.11 0.11 0.313
H -2.156 -1.016 0.821 -0.15 1.01 -0.43 0.250
H -2.342 -0.342 -0.835 -2.71 -0.32 -3.90 0.312
```
Positions in Å, forces in eV/Å.

---

C39H110N2O25 | ωB97M-V with the def2-TZVPD basis set

Output
HOMO level: -0.3414 Eh
Orbital gap: 7.9 eV
Electronic energy: -3541.5074 hartree

The geometry in XYZ format:
```
176
Properties=species:S:1:pos:R:3:forces:R:3:mulliken_charge:R:1
C -7.456 -0.225 -0.404 0.09 -0.18 0.42 -0.749
C -6.496 -0.950 0.742 0.31 0.39 -0.40 0.131
C -5.157 -0.039 0.976 0.07 0.47 -1.02 -0.760
C -3.881 -0.820 1.645 0.18 0.65 1.50 0.502
C -4.293 -2.265 2.381 1.60 0.35 0.76 -0.865
C -2.545 -0.925 0.702 1.04 -1.09 -2.64 0.161
C -2.471 -1.514 -0.659 -0.25 1.56 2.77 0.488
C -3.784 -2.114 -1.420 0.86 -0.62 -1.39 -0.498
C -4.119 -3.708 -1.049 -0.27 0.18 -1.27 -0.623
C -2.785 -4.611 -0.758 -0.77 -0.74 1.09 0.265
N -2.884 -6.028 -1.362 0.64 1.51 -1.49 -0.548
C -0.998 -1.511 -1.452 0.43 0.48 -3.73 -0.039
O -0.860 -1.308 -2.770 -0.93 -1.46 8.10 -0.624
C 0.306 -1.839 -0.457 -0.91 1.50 2.81 0.637
C 1.503 -2.804 -1.028 -1.09 0.08 -0.38 -0.550
C 2.640 -2.009 -1.911 -0.17 -0.92 -0.17 -0.127
O 3.932 -2.209 -1.209 -0.87 0.15 -2.37 -0.374
C 5.060 -1.877 -2.093 1.08 0.66 0.58 -0.186
C 5.404 -0.272 -1.821 -0.09 -1.35 0.03 -0.495
C 0.236 -1.235 0.910 0.42 -1.06 -3.21 0.315
C 1.479 -1.496 1.972 -2.59 -0.83 0.05 -0.788
O 2.691 -0.735 1.602 -2.43 -0.66 -0.64 0.122
N 3.674 -1.213 2.405 0.88 1.73 4.36 0.037
O 3.624 -0.658 3.502 0.48 -1.90 -3.29 -0.332
C -1.106 -0.319 1.304 0.22 3.13 2.03 -0.627
O -1.042 0.795 2.042 -0.36 -6.94 -4.32 -0.672
H -7.947 -1.070 -1.078 0.99 1.93 1.37 0.277
H -8.322 0.405 0.109 1.91 -1.30 -1.19 0.329
H -6.774 0.503 -1.055 -1.68 -1.61 1.35 -0.021
H -6.186 -2.004 0.341 -0.52 1.93 0.83 -0.120
H -7.038 -1.107 1.767 0.84 0.28 -2.04 0.222
H -5.441 0.941 1.596 0.68 -2.26 -1.21 0.264
H -4.793 0.367 -0.080 -0.86 -0.78 2.18 0.212
H -3.555 -0.134 2.569 -0.48 -1.47 -2.19 0.353
H -5.329 -2.213 2.933 1.99 -0.13 -1.44 0.201
H -3.482 -2.386 3.250 -1.73 0.09 -1.85 0.344
H -4.150 -3.193 1.686 -0.62 1.84 1.26 0.027
H -4.751 -1.459 -1.371 2.04 -1.12 0.31 0.141
H -3.496 -2.153 -2.579 -0.48 0.26 2.56 0.382
H -4.973 -3.811 -0.235 2.10 0.21 -1.47 0.212
H -4.601 -4.144 -2.051 0.96 0.95 2.12 0.423
H -2.741 -4.799 0.420 0.28 0.78 -2.51 0.067
H -1.780 -4.171 -1.166 -2.05 -0.39 1.00 -0.218
H -2.166 -6.033 -2.148 -1.24 -0.35 1.32 0.265
H -3.795 -6.162 -1.851 0.86 0.31 0.66 0.242
H 0.976 -3.581 -1.765 1.06 1.72 1.67 0.208
H 1.976 -3.434 -0.150 -0.81 1.57 -1.79 0.301
H 2.361 -0.886 -2.090 0.60 -1.98 0.60 0.314
H 2.693 -2.545 -2.959 -0.02 1.12 2.04 0.033
H 5.970 -2.561 -1.747 -1.97 1.51 -0.62 0.218
H 4.887 -2.116 -3.227 -0.09 0.46 2.18 0.166
H 5.558 0.227 -2.868 -0.07 -0.58 2.33 0.246
H 4.504 0.166 -1.213 1.63 -0.71 -1.41 0.184
H 6.347 -0.261 -1.126 -1.79 0.37 -1.66 0.059
H 1.114 -1.230 3.063 0.88 -0.23 -2.29 0.376
H 1.684 -2.668 1.964 -0.15 2.54 -0.16 0.338
C 2.798 -4.722 -5.466 0.06 -0.19 -0.02 -0.566
O 3.694 -4.191 -4.506 0.45 -0.17 0.33 -0.406
H 2.097 -3.940 -5.768 0.16 -0.07 0.12 0.238
H 3.359 -5.063 -6.339 -0.23 -0.05 -0.14 0.280
H 2.245 -5.556 -5.027 -0.17 -0.03 -0.22 0.219
H 4.303 -4.907 -4.257 -0.30 0.51 -0.06 0.264
C 9.194 0.455 -2.084 0.27 -0.18 0.00 -0.713
O 8.355 -0.600 -2.517 -0.04 -0.76 -0.12 -0.460
H 8.697 1.407 -2.281 -0.03 -0.20 -0.03 0.264
H 9.379 0.357 -1.011 0.18 0.24 -0.02 0.333
H 10.139 0.419 -2.632 0.02 0.27 0.22 0.300
H 8.823 -1.432 -2.330 -0.31 0.48 -0.16 0.274
C 0.608 4.254 3.028 -0.15 -0.20 -0.15 -0.094
O -0.621 3.558 2.937 -0.07 -0.14 -0.13 -0.501
H 0.465 5.149 3.637 -0.12 -0.08 -0.02 -0.006
H 1.357 3.612 3.499 0.23 0.17 -0.08 0.159
H 0.938 4.544 2.028 0.27 0.08 0.14 0.239
H -0.463 2.769 2.392 -0.21 0.23 0.34 0.278
C 10.992 3.068 -0.551 0.19 0.23 0.06 -0.274
O 11.633 1.973 -1.180 0.62 -0.33 -0.05 -0.470
H 9.931 3.056 -0.812 0.18 -0.09 0.00 0.187
H 11.100 2.981 0.533 -0.17 0.21 0.06 0.269
H 11.440 4.002 -0.899 -0.18 0.15 0.18 0.037
H 12.572 2.010 -0.930 -0.55 -0.05 -0.21 0.273
C -0.126 -8.582 -1.666 -0.12 -0.06 0.15 -0.565
O -0.953 -8.103 -2.712 -0.51 -0.02 -0.39 -0.431
H 0.881 -8.181 -1.799 -0.18 -0.09 -0.06 0.209
H -0.525 -8.250 -0.705 0.16 -0.08 0.12 0.312
H -0.089 -9.673 -1.700 0.22 0.00 0.19 0.220
H -1.840 -8.476 -2.568 0.44 0.29 -0.09 0.214
C 3.931 3.952 1.876 0.18 -0.17 0.21 -0.546
O 3.092 2.897 1.442 -0.06 -0.65 -0.13 -0.417
H 3.434 4.905 1.679 0.01 -0.17 -0.04 0.208
H 4.115 3.855 2.948 0.17 0.29 -0.12 0.218
H 4.876 3.916 1.328 0.10 0.25 0.06 0.347
H 3.559 2.065 1.630 -0.40 0.40 -0.15 0.241
C 0.130 8.047 5.312 0.03 -0.14 -0.12 -0.389
O 1.543 8.114 5.259 0.47 -0.29 -0.21 -0.537
H -0.246 8.899 5.882 0.12 -0.13 -0.12 0.268
H -0.276 8.082 4.298 -0.29 0.03 0.10 0.105
H -0.174 7.120 5.804 -0.28 0.04 0.01 0.262
H 1.847 7.345 4.747 -0.05 0.48 0.32 0.295
C 2.759 -10.522 -3.323 0.15 0.13 -0.07 -0.530
O 3.114 -10.091 -2.022 0.37 0.36 0.27 -0.499
H 1.914 -11.211 -3.250 0.14 0.13 0.08 0.204
H 2.471 -9.659 -3.928 -0.10 -0.15 -0.22 0.229
H 3.607 -11.036 -3.782 -0.14 -0.08 -0.22 0.304
H 3.866 -9.482 -2.119 -0.44 -0.37 0.17 0.297
C -2.784 9.784 2.768 -0.10 0.25 -0.33 -0.331
O -2.428 10.215 4.069 0.41 0.42 0.45 -0.506
H -3.629 9.095 2.841 0.51 0.35 -0.07 -0.033
H -3.072 10.647 2.163 0.02 -0.05 -0.23 0.297
H -1.936 9.270 2.309 -0.12 -0.10 -0.23 0.311
H -1.676 10.824 3.973 -0.46 -0.35 0.20 0.292
C -3.198 -10.298 -4.570 0.12 -0.03 -0.22 -0.632
O -4.351 -9.478 -4.592 -0.67 0.23 -0.06 -0.487
H -2.966 -10.557 -3.534 -0.14 0.04 -0.10 0.251
H -3.388 -11.212 -5.138 0.22 -0.09 0.10 0.282
H -2.355 -9.755 -5.005 0.09 -0.18 0.04 0.262
H -4.532 -9.264 -5.523 0.28 0.03 0.35 0.341
C 5.117 3.713 6.235 -0.13 -0.11 0.11 -0.561
O 4.291 4.191 5.190 -0.54 -0.02 -0.11 -0.468
H 6.125 4.114 6.102 -0.21 -0.02 -0.06 0.212
H 4.719 4.045 7.197 0.21 -0.10 0.13 0.257
H 5.154 2.621 6.201 0.18 -0.02 0.19 0.251
H 3.404 3.819 5.333 0.45 0.25 -0.15 0.262
C 12.769 6.354 -2.855 -0.10 0.25 -0.15 -0.420
O 12.896 6.232 -1.451 0.30 0.18 0.58 -0.522
H 12.169 5.522 -3.232 0.12 0.02 0.17 0.272
H 12.273 7.297 -3.097 0.10 -0.19 -0.21 0.119
H 13.760 6.323 -3.316 -0.07 -0.01 -0.26 0.246
H 13.433 6.983 -1.146 -0.38 -0.46 -0.11 0.284
C -3.355 -6.916 -7.575 -0.03 0.20 0.01 -0.634
O -3.236 -7.807 -6.481 -0.13 0.03 0.43 -0.430
H -3.132 -7.456 -8.498 -0.02 0.02 0.21 0.219
H -4.376 -6.528 -7.620 0.05 0.13 -0.23 0.280
H -2.646 -6.094 -7.456 -0.06 0.08 -0.23 0.251
H -3.439 -7.300 -5.676 0.18 -0.40 -0.31 0.276
C -6.706 10.590 4.529 0.22 -0.04 0.00 -0.590
O -6.065 9.495 3.900 0.32 -0.09 0.01 -0.389
H -7.767 10.578 4.268 0.17 -0.07 -0.01 0.219
H -6.599 10.503 5.613 -0.15 0.22 0.06 0.262
H -6.258 11.524 4.181 -0.17 0.17 0.15 0.236
H -5.126 9.532 4.150 -0.43 -0.18 -0.14 0.235
C 12.281 9.590 -5.081 0.11 0.18 -0.04 -0.537
O 12.408 9.467 -3.676 0.28 0.42 0.46 -0.483
H 11.681 8.758 -5.458 0.09 0.10 0.16 0.227
H 11.785 10.533 -5.323 -0.02 -0.08 -0.26 0.273
H 13.272 9.559 -5.541 -0.10 0.00 -0.25 0.262
H 12.944 10.218 -3.371 -0.35 -0.46 -0.09 0.283
C -6.869 -0.668 5.120 -0.14 -0.11 0.23 -0.217
O -7.433 -1.960 4.985 -0.17 -0.36 0.15 -0.514
H -6.434 -0.368 4.164 -0.08 -0.10 0.07 0.064
H -7.648 0.043 5.403 0.18 0.21 0.00 0.313
H -6.086 -0.690 5.882 0.07 0.27 -0.07 0.076
H -7.810 -2.199 5.848 0.18 0.19 -0.39 0.298
C -8.177 -8.538 -4.074 0.23 -0.12 0.00 -0.501
O -7.536 -9.633 -4.703 0.35 -0.10 -0.06 -0.490
H -9.238 -8.550 -4.335 0.18 -0.06 0.00 0.226
H -8.069 -8.625 -2.990 -0.15 0.23 0.06 0.244
H -7.729 -7.604 -4.422 -0.17 0.20 0.14 0.214
H -6.596 -9.596 -4.453 -0.28 -0.18 -0.10 0.340
C -6.181 3.017 -2.958 0.13 0.18 0.00 -0.586
O -6.054 2.895 -1.554 0.24 0.25 0.44 -0.436
H -6.781 2.185 -3.335 0.08 0.10 0.15 0.212
H -6.677 3.960 -3.200 -0.02 -0.06 -0.27 0.270
H -5.190 2.986 -3.419 -0.10 0.00 -0.25 0.289
H -5.517 3.646 -1.249 -0.31 -0.49 -0.07 0.278
C -5.318 6.591 2.979 -0.12 -0.23 -0.03 -0.611
O -4.134 7.290 3.313 0.33 -0.58 0.35 -0.426
H -6.039 7.295 2.555 0.22 -0.04 0.17 0.245
H -5.091 5.817 2.241 -0.18 -0.10 -0.01 0.257
H -5.741 6.138 3.879 -0.22 -0.06 -0.14 0.285
H -3.514 6.641 3.686 -0.24 0.43 -0.20 0.242
C -6.731 -0.403 8.726 0.18 -0.05 0.09 -0.621
O -7.570 -1.458 8.293 -0.05 -0.68 -0.19 -0.491
H -7.228 0.550 8.529 0.01 -0.22 -0.01 0.233
H -6.547 -0.500 9.799 0.12 0.22 -0.01 0.304
H -5.786 -0.439 8.178 0.09 0.24 0.14 0.277
H -7.103 -2.290 8.480 -0.34 0.43 -0.08 0.302
```
Positions in Å, forces in eV/Å.